No. 1
DFT (wB97M-V/def2-TZVPD) results for 3 unconnected molecules or ions with the total composition C17H45N3O3PS.

Results
HOMO level = -9.9 eV
orbital gap = 0.2178 Ha
energy relative to the best compared isomer or geometry (same formula, charge and spin) = 0.0 kcal/mol
F_max = 0.053 Eh/bohr
total charge = +1
2S+1 = 1

Each line ends with the Löwdin charge.
Geometry (Å):
C1 -0.74445 -2.78952 0.15242  -0.0850
C2 -1.95182 -2.99682 -0.82808  -0.2511
C3 -1.97109 -1.95459 -1.96955  -0.2449
O1 -2.25202 -0.58738 -1.61969  -0.4076
S1 -3.17692 -0.40225 -0.27778  0.9473
C4 -3.18242 1.40278 0.21258  -0.3532
O2 -2.06960 1.76135 0.94948  -0.1950
C5 -0.84464 1.35992 0.31789  -0.0738
P1 -5.26856 -0.85035 -0.76838  0.7507
N1 -5.86825 -1.72056 0.62661  -0.1573
O3 -6.14910 0.56461 -0.67358  -0.2989
H1 0.14928 -2.48687 -0.41881  0.0750
H2 -0.49344 -3.78905 0.54368  0.0828
H3 -0.96548 -2.09872 0.97533  0.0559
H4 -2.90826 -3.15046 -0.30598  0.0848
H5 -1.73348 -3.95938 -1.32433  0.1239
H6 -2.61571 -2.35852 -2.77030  0.1296
H7 -0.95696 -1.94981 -2.40654  0.1220
H8 -3.28543 2.02056 -0.70041  0.1291
H9 -4.05925 1.58695 0.85301  0.1249
H10 -0.63497 0.32511 0.64595  0.0824
H11 -0.91741 1.41060 -0.77973  0.0947
H12 -0.03022 2.00594 0.66667  0.1088
H13 -5.13570 -1.77001 1.33305  0.0351
H14 -6.01771 -2.66299 0.27220  0.0367
H15 -6.08213 1.04819 -1.50270  0.0572
C6 2.73625 3.22437 5.73938  -0.0869
C7 1.70917 2.26809 5.14969  -0.2772
N2 0.56629 2.03818 6.01701  -0.1954
C8 -0.26992 0.93115 5.58218  -0.2471
C9 -0.99736 1.06739 4.24212  -0.0951
C10 -0.14651 3.22803 6.45807  -0.2440
C11 -0.72944 4.15268 5.38598  -0.0841
H16 3.07476 2.88035 6.71764  0.0827
H17 3.60625 3.27997 5.08311  0.0740
H18 2.34256 4.23659 5.84313  0.0658
H19 2.21178 1.31116 4.98185  0.1173
H20 1.40524 2.64218 4.16079  0.0943
H21 -1.00440 0.71345 6.36257  0.1142
H22 0.36203 0.03785 5.53546  0.1105
H23 -1.85440 1.73674 4.31001  0.0561
H24 -1.38378 0.09026 3.93469  0.0653
H25 -0.34050 1.42117 3.44544  0.0533
H26 0.53197 3.81635 7.08180  0.1037
H27 -0.94489 2.92848 7.14231  0.1163
H28 -0.03260 4.33242 4.56552  0.0661
H29 -0.96372 5.12331 5.82888  0.0747
H30 -1.65929 3.76257 4.97284  0.0516
C12 3.36505 -1.50728 -7.41072  -0.0867
C13 3.02836 -2.24767 -6.12396  -0.2733
N3 3.57090 -1.61547 -4.93234  -0.1957
C14 3.48508 -2.45408 -3.74765  -0.2456
C15 2.09151 -2.81372 -3.22683  -0.0997
C16 3.21756 -0.21851 -4.73722  -0.2443
C17 1.73072 0.13960 -4.64902  -0.0874
H31 4.44289 -1.37687 -7.51665  0.0830
H32 3.01011 -2.08085 -8.26815  0.0752
H33 2.88928 -0.52622 -7.45690  0.0646
H34 3.45278 -3.25199 -6.20398  0.1198
H35 1.93743 -2.37100 -6.06237  0.0967
H36 4.05513 -1.98700 -2.93960  0.1145
H37 4.01662 -3.38644 -3.96147  0.1137
H38 1.62228 -1.97150 -2.71377  0.0357
H39 2.17100 -3.62388 -2.49644  0.0713
H40 1.42432 -3.15728 -4.01958  0.0667
H41 3.65759 0.35887 -5.55471  0.1043
H42 3.72675 0.15363 -3.84392  0.1159
H43 1.13339 -0.36642 -5.40941  0.0671
H44 1.60391 1.21435 -4.80103  0.0727
H45 1.31364 -0.09172 -3.66779  0.0412

Forces on the atoms, in the same order (eV/Å):
-0.532 -0.733 -0.485
1.332 0.183 0.026
0.550 -2.323 -0.311
-1.402 0.953 0.567
0.629 -0.091 1.400
0.729 1.301 -0.118
-0.283 -0.494 -0.587
0.389 -0.128 0.212
-2.481 -0.283 -1.049
1.709 1.208 -1.220
1.381 -1.192 0.805
-0.394 0.190 0.272
-0.119 0.539 0.282
0.217 -0.150 -0.206
0.204 0.226 -0.157
-0.322 0.427 -0.082
-0.252 0.869 0.340
-0.373 0.381 0.263
0.069 -0.506 0.056
0.013 -0.644 -0.311
0.073 0.340 -0.309
0.050 0.064 0.339
-0.397 -0.113 -0.024
-0.451 -0.077 0.413
-0.145 -0.050 0.190
-0.132 0.115 -0.309
-0.016 0.057 -0.016
0.089 0.148 0.070
-0.185 -0.236 0.035
0.152 -0.187 0.091
-0.229 -0.106 -0.111
0.149 0.239 0.187
-0.158 0.110 0.016
-0.069 0.008 0.003
-0.028 -0.004 -0.002
0.022 -0.018 0.016
-0.184 -0.086 0.007
0.062 0.025 -0.109
0.009 0.149 0.030
0.098 0.088 -0.018
0.063 0.068 -0.059
0.028 -0.010 0.026
0.016 0.042 0.048
0.063 -0.061 -0.085
0.023 -0.181 -0.090
0.017 -0.029 0.019
0.018 -0.026 -0.005
0.050 -0.006 -0.091
-0.037 0.046 0.001
0.012 0.124 -0.161
0.080 -0.067 0.281
0.206 -0.113 -0.059
-0.171 -0.096 0.272
0.127 0.181 -0.216
-0.110 0.178 0.089
-0.019 0.030 0.058
-0.008 0.003 0.029
0.028 -0.011 -0.017
-0.010 -0.004 0.206
-0.080 -0.063 -0.068
-0.036 0.128 -0.068
-0.046 0.023 -0.124
-0.023 0.027 -0.075
0.027 0.002 -0.032
0.037 0.036 -0.026
-0.046 -0.100 -0.041
0.009 -0.192 0.048
0.036 -0.025 0.002
0.015 -0.026 -0.011
-0.050 -0.075 -0.043



No. 2
DFT (wB97M-V/def2-TZVPD) results for a molecular structure, C4H7NSi.

Results
HOMO level = -9.1 eV
orbital gap = 0.3707 Ha
energy relative to the best compared isomer or geometry (same formula, charge and spin) = 11.2 kcal/mol
F_max = 0.091 Eh/bohr
2S+1 = 1

Each line ends with the Löwdin charge.
Geometry (Å):
C1 -0.36467 0.77567 -1.02429  -0.0742
C2 0.17144 0.26689 0.06508  -0.3265
C3 -0.05425 -1.10004 -0.32026  -0.4487
C4 -0.63137 -0.59248 -1.66256  -0.0806
N1 -0.03847 -2.06138 0.43734  0.1517
Si1 0.84717 1.12997 1.79741  0.7192
H1 -0.65172 1.80800 -1.22417  0.1040
H2 -1.60145 -0.82339 -1.90892  0.0657
H3 -0.01499 -0.75837 -2.58432  0.1158
H4 -0.52402 -2.96523 0.29349  0.0729
H5 2.12264 0.56448 2.14532  -0.1034
H6 -0.15452 1.32134 2.85614  -0.1003
H7 0.89422 2.43456 1.12973  -0.0956

Forces on the atoms, in the same order (eV/Å):
-0.921 0.502 -0.654
2.125 1.511 3.908
-0.945 0.772 -1.393
2.654 0.778 -1.186
-0.404 -2.945 2.270
-1.606 -0.290 -3.112
0.113 -0.352 -0.370
-2.463 -0.660 -0.308
-0.311 -0.112 0.815
0.681 0.901 -0.873
0.515 -0.179 0.394
0.039 -0.464 0.188
0.522 0.538 0.318



No. 3
DFT (wB97M-V/def2-TZVPD) results for a molecular structure, C26H28ClF3N2O2S4Tl.

Results
HOMO level = -10.6 eV
orbital gap = 0.2315 Ha
F_max = 0.026 Eh/bohr
total charge = +1
2S+1 = 1

Each line ends with the Löwdin charge.
Geometry (Å):
Tl1 0.02975 -0.16658 0.49895  0.9220
C1 3.15398 -2.73644 0.23819  -0.4901
C2 2.80045 -3.06095 1.68445  -0.4881
S1 1.95796 -1.75372 2.63609  0.8403
C3 3.30832 -0.69686 3.27581  -0.4772
C4 3.98707 0.27136 2.29272  -0.4444
S2 3.01654 0.45763 0.75667  0.8096
C5 3.14838 2.19064 0.20974  -0.4551
C6 2.93179 2.20558 -1.30471  -0.4649
S3 1.79623 0.90520 -1.92754  0.8552
C7 3.00720 -0.41181 -2.31878  -0.5084
C8 2.37866 -1.79481 -2.30849  -0.4743
S4 1.64501 -2.38425 -0.74437  0.9177
H1 3.61510 -3.61456 -0.21666  0.0941
H2 3.82447 -1.88353 0.16239  0.0351
H3 3.70068 -3.34158 2.23130  0.0894
H4 2.08917 -3.88703 1.71855  0.0843
H5 4.04635 -1.36916 3.71025  0.0816
H6 2.81931 -0.16223 4.08945  0.0725
H7 4.95467 -0.12879 1.99438  0.0797
H8 4.13659 1.25724 2.72981  0.0835
H9 4.13541 2.57402 0.46286  0.0929
H10 2.38125 2.76420 0.72602  0.0546
H11 3.86378 2.06764 -1.84935  0.0865
H12 2.47763 3.14530 -1.61324  0.0828
H13 3.82965 -0.33939 -1.61323  0.0470
H14 3.36778 -0.20103 -3.32640  0.0893
H15 3.12193 -2.52908 -2.61955  0.0943
H16 1.54161 -1.82338 -3.00824  0.0854
C9 -0.07111 3.40241 3.58766  -0.0221
C10 -1.20165 4.10656 3.20695  -0.0202
C11 -1.71204 3.92230 1.93279  0.0138
C12 -1.08714 3.01969 1.07861  -0.2102
N1 -0.02321 2.31201 1.46768  0.0421
C13 0.47295 2.50678 2.68457  -0.1458
C14 -1.56813 2.76585 -0.29938  -0.1940
C15 -2.43260 3.63289 -0.95984  0.0109
C16 -2.85368 3.31726 -2.24099  -0.0256
C17 -2.39427 2.15317 -2.83468  -0.0199
C18 -1.51121 1.35932 -2.12322  -0.1516
N2 -1.11518 1.65991 -0.89165  0.0315
H17 0.35924 3.51452 4.57186  0.1183
H18 -1.67755 4.79212 3.89414  0.1214
H19 -2.60425 4.44936 1.62991  0.1163
H20 1.33415 1.90240 2.94956  0.1062
H21 -2.75442 4.55427 -0.49847  0.1139
H22 -3.52922 3.97436 -2.77126  0.1202
H23 -2.70774 1.86480 -3.82727  0.1184
H24 -1.12166 0.44180 -2.54049  0.1018
F1 -0.39792 0.01061 3.71829  0.0616
C19 -1.15351 -0.30394 2.65244  -0.6107
F2 -2.15669 0.58498 2.60936  0.1016
F3 -1.66981 -1.50399 2.85965  0.1254
Cl1 -6.75880 -4.40179 -3.50663  0.6850
C20 -5.33495 -3.79615 -2.73844  -0.6703
C21 -4.44090 -4.68651 -2.16184  -0.0908
C22 -3.30671 -4.19993 -1.53590  -0.0065
C23 -3.07600 -2.83110 -1.48468  -0.1303
C24 -3.97171 -1.94592 -2.07624  -0.0170
C25 -5.10468 -2.42833 -2.70755  -0.0965
C26 -1.85340 -2.31823 -0.76482  -0.6086
O1 -1.01867 -3.09907 -0.32154  -0.0482
O2 -1.79818 -1.03238 -0.66963  -0.1553
H25 -4.64039 -5.74808 -2.19438  0.1079
H26 -2.59315 -4.86657 -1.07280  0.1208
H27 -3.77541 -0.88447 -2.02647  0.1060
H28 -5.81715 -1.75453 -3.16240  0.1051

Forces on the atoms, in the same order (eV/Å):
-1.170 -0.446 0.413
-0.280 0.174 -0.221
-0.143 0.341 0.065
0.215 -0.219 0.151
-0.355 -0.298 -0.274
-0.115 0.163 -0.296
-0.193 0.211 0.316
0.115 -0.293 0.207
-0.295 -0.194 -0.012
0.170 -0.135 -0.070
-0.152 0.270 -0.084
-0.244 0.091 0.326
0.326 0.174 0.071
0.050 0.025 -0.013
0.126 -0.098 0.033
-0.026 -0.133 -0.016
0.101 -0.087 0.018
0.037 0.095 0.101
0.045 0.047 -0.007
0.040 0.092 0.036
0.041 -0.040 0.115
-0.017 0.081 -0.035
0.060 0.078 -0.043
0.019 0.080 0.011
0.113 0.053 -0.013
0.030 -0.006 -0.036
0.101 -0.072 0.020
-0.069 -0.040 -0.071
0.052 -0.141 -0.061
-0.017 -0.060 0.005
0.100 -0.006 -0.061
0.002 -0.052 0.005
0.051 0.082 0.272
0.141 0.072 -0.056
0.019 0.120 0.078
-0.126 0.018 -0.301
0.067 0.016 -0.006
0.032 -0.069 0.023
0.052 0.040 0.018
-0.148 0.029 -0.105
0.087 -0.209 0.263
0.023 0.016 0.010
-0.031 0.007 -0.002
0.006 0.001 -0.045
0.011 -0.005 -0.006
-0.022 -0.016 0.049
-0.013 0.015 0.012
0.027 -0.007 -0.021
-0.037 -0.014 -0.007
0.130 -0.054 -0.092
0.464 0.053 -0.909
0.009 0.014 -0.114
0.083 -0.074 -0.163
-0.113 -0.038 -0.069
0.190 0.055 0.077
-0.026 -0.077 0.012
-0.059 0.127 -0.029
0.225 0.192 0.083
0.006 -0.222 0.035
-0.094 0.039 -0.038
-0.338 -0.537 -0.065
-0.145 0.155 0.236
0.944 0.629 0.315
-0.023 -0.013 -0.031
-0.005 -0.020 0.010
-0.042 0.024 0.011
-0.014 -0.007 -0.023